# 1
A 2-piece molecular cluster, C2H6S overall at a distorted geometry, computed with ωB97M-V/def2-TZVPD.

Structure (ORCA input):
```
! wB97M-V def2-TZVPD RIJCOSX def2/J DEFGRID3
* xyz 0 1
C 1.331 2.469 1.267
C 0.079 2.319 0.471
H 2.325 2.368 0.772
H 1.273 2.113 2.256
H 0.209 2.704 -0.559
H -0.996 2.157 0.765
S -1.513 -5.160 -2.014
H -1.258 -3.914 -2.270
H -1.450 -5.055 -0.687
*
```

Its structure (SMILES) is C=C.S. For the maximum force, the calculation gives 6.78 eV/A. The value obtained for the energy is -477.89826 hartree. The value obtained for the energy above the lowest of the compared OMol25 structures with the same formula, charge and spin is 48.9 kcal per mole.

=====

# 2
A 2-piece molecular cluster, C2H6S overall at a distorted geometry, computed with ωB97M-V/def2-TZVPD.

Structure (ORCA input):
```
! wB97M-V def2-TZVPD RIJCOSX def2/J DEFGRID3
* xyz 1 2
S 0.586 -1.583 -0.089
H 1.920 -1.754 -0.009
H 0.812 -0.956 -1.275
C -0.857 1.430 0.726
C -0.674 2.163 -0.424
H -1.409 0.505 0.829
H -0.390 1.773 1.647
H -1.409 2.085 -1.216
H 0.137 2.882 -0.442
*
```

As for the expectation value of S²: 0.76. For the maximum force, the calculation gives 1.03 eV/A. The value obtained for the energy is -477.58035 hartree. The value obtained for the energy above the lowest of the compared OMol25 structures with the same formula, charge and spin is 47.6 kcal per mole.

=====

# 3
A 2-piece molecular cluster, C2H6S2 overall at a distorted geometry, computed with ωB97M-V/def2-TZVPD.

Structure (ORCA input):
```
! wB97M-V def2-TZVPD RIJCOSX def2/J DEFGRID3
* xyz 0 1
C 0.936 -1.234 0.646
C 1.844 -0.277 0.866
H 1.205 -2.118 0.053
H -0.106 -1.027 0.631
H 2.875 -0.353 0.703
H 1.523 0.666 1.200
S -2.814 0.555 -0.323
S -1.372 2.031 -0.888
H -3.614 0.584 -1.424
H -0.477 1.173 -1.464
*
```

Its structure (SMILES) is C=C.SS. For the maximum force, the calculation gives 2.31 eV/A. The value obtained for the energy is -876.12075 hartree. The value obtained for the energy above the lowest of the compared OMol25 structures with the same formula, charge and spin is 31.2 kcal per mole.